This record from OMol25 describes a 2-piece molecular cluster, CH3FIN overall. The level of theory is ωB97M-V with the def2-TZVPD basis set.

Element x y z (Å)
1 C 0.706 -0.006 0.854
2 N -0.365 -0.330 0.075
3 F 1.508 -1.057 1.205
4 I 0.398 1.380 2.423
5 H 1.695 0.818 -0.178
6 H -0.667 -1.249 0.355
7 H -0.980 0.422 -0.080

HOMO-LUMO gap (alpha / beta) = 6.39 / 7.33 eV
multiplicity = 3
ΔE to the lowest compared entry with this formula, charge and spin = 1.199 eV



This record from OMol25 describes one molecule with the formula C5H11NO. The level of theory is ωB97M-V with the def2-TZVPD basis set.

Element x y z (Å)
1 C 0.675 -1.313 -0.994
2 N -0.167 -0.229 -0.829
3 C -1.551 -0.544 -1.166
4 C -0.446 0.200 1.550
5 C 0.033 0.779 0.205
6 C 1.540 1.091 0.330
7 O 0.342 -2.472 -0.955
8 H 1.707 -1.085 -1.310
9 H -1.973 0.254 -1.780
10 H -2.236 -0.627 -0.314
11 H -1.657 -1.511 -1.631
12 H -0.070 0.786 2.392
13 H 0.039 -0.753 1.692
14 H -1.528 0.145 1.626
15 H -0.500 1.704 0.062
16 H 2.144 0.684 -0.472
17 H 1.707 2.166 0.317
18 H 1.939 0.725 1.277

HOMO-LUMO gap = 10.19 eV
ΔE to the lowest compared entry with this formula, charge and spin = 1.366 eV
SMILES = CC(C)N(C)C=O



This record from OMol25 describes C32H34ClMnN6OS as an isolated structure. The level of theory is ωB97M-V with the def2-TZVPD basis set.

Element x y z (Å)
1 Mn -0.511 1.286 0.615
2 Cl 6.403 3.862 0.405
3 C 5.013 2.818 0.329
4 C 4.956 1.434 0.683
5 C 3.769 0.759 0.625
6 C 2.527 1.456 0.458
7 O 1.410 0.811 0.682
8 C 2.578 2.850 0.128
9 C 1.388 3.553 -0.293
10 N 0.126 3.195 -0.011
11 C -0.890 4.057 -0.438
12 C -0.753 5.430 -0.918
13 C -1.860 6.195 -1.265
14 C -3.145 5.603 -1.359
15 C -3.345 4.320 -0.872
16 C -4.633 3.762 -0.789
17 C -4.764 2.417 -0.464
18 C -3.605 1.641 -0.076
19 N -2.362 2.159 -0.074
20 C -2.232 3.497 -0.430
21 C 3.843 3.499 0.069
22 H 5.904 0.988 1.041
23 H 3.705 -0.391 0.687
24 H 1.639 4.430 -0.847
25 H 0.245 5.827 -0.845
26 H -1.866 7.249 -1.410
27 H -3.925 6.105 -1.920
28 H -5.545 4.418 -0.897
29 H -5.769 2.031 -0.503
30 H -3.710 0.633 0.324
31 H 3.968 4.560 -0.234
32 N -0.066 -1.767 4.665
33 C 0.044 -0.275 4.433
34 C -0.549 -0.105 3.049
35 N -0.671 1.336 2.697
36 H -0.963 -1.940 5.141
37 H 0.708 -2.034 5.344
38 H 0.053 -2.295 3.832
39 H 1.118 -0.104 4.536
40 H -0.422 0.255 5.254
41 H -1.527 -0.566 3.024
42 H 0.157 -0.563 2.282
43 H 0.066 1.874 3.115
44 H -1.512 1.715 3.112
45 C -0.882 -3.780 -3.527
46 N -0.415 -2.374 -3.614
47 C 0.270 -1.836 -4.831
48 C 0.049 -0.319 -4.748
49 N -0.559 -0.199 -3.401
50 C -0.682 -1.376 -2.763
51 S -1.036 -1.439 -0.966
52 H -0.043 -4.484 -3.507
53 H -1.480 -3.970 -4.414
54 H -1.498 -3.837 -2.587
55 H -0.119 -2.291 -5.754
56 H 1.331 -2.168 -4.694
57 H -0.661 0.050 -5.519
58 H 1.021 0.203 -4.874
59 H -0.763 0.704 -2.946
60 C -0.320 -5.498 2.612
61 C -1.451 -4.744 2.217
62 C -1.284 -3.779 1.148
63 C -0.063 -3.518 0.627
64 C 0.215 -2.475 -0.359
65 C 1.488 -2.253 -0.837
66 C 2.567 -3.091 -0.517
67 C 2.334 -4.169 0.334
68 C 1.047 -4.370 0.948
69 C 0.904 -5.364 1.939
70 H -0.422 -6.193 3.471
71 H -2.466 -5.013 2.611
72 H -2.080 -3.142 0.781
73 H 1.631 -1.336 -1.413
74 H 3.604 -2.853 -0.938
75 H 3.105 -4.946 0.562
76 H 1.662 -6.125 2.072

charge = +3
HOMO-LUMO gap (alpha / beta) = 6.56 / 6.64 eV
multiplicity = 4



This record from OMol25 describes C27H72AsF6O27S9 as an isolated structure. The level of theory is ωB97M-V with the def2-TZVPD basis set.

Element x y z (Å)
1 As 5.931 -24.380 4.868
2 F 4.255 -23.987 5.214
3 F 5.611 -26.077 4.664
4 F 7.639 -24.631 4.626
5 F 6.269 -22.681 5.020
6 F 6.195 -24.609 6.581
7 F 5.575 -24.265 3.163
8 O 2.493 -26.660 0.977
9 S 1.374 -26.256 1.781
10 O 0.058 -26.204 1.218
11 O 1.257 -27.154 3.089
12 C 2.499 -27.510 3.765
13 C 2.972 -28.864 3.312
14 C 1.738 -24.635 2.452
15 H 2.263 -27.448 4.829
16 H 3.250 -26.727 3.629
17 H 2.273 -29.622 3.671
18 H 3.940 -29.090 3.756
19 H 3.078 -28.908 2.231
20 H 1.898 -23.988 1.597
21 H 2.591 -24.694 3.125
22 H 0.861 -24.352 3.031
23 O 4.946 -26.749 -0.955
24 S 4.683 -25.548 -1.669
25 O 5.639 -24.999 -2.587
26 O 3.305 -25.782 -2.496
27 C 2.933 -24.723 -3.390
28 C 1.472 -24.937 -3.772
29 C 4.170 -24.254 -0.566
30 H 3.546 -24.801 -4.287
31 H 3.023 -23.751 -2.905
32 H 1.221 -24.126 -4.465
33 H 0.813 -24.703 -2.934
34 H 1.320 -25.930 -4.176
35 H 3.096 -24.297 -0.405
36 H 4.450 -23.288 -0.976
37 H 4.669 -24.287 0.402
38 O 7.626 -16.700 5.867
39 S 7.501 -17.208 4.527
40 O 8.468 -16.910 3.512
41 O 7.345 -18.807 4.625
42 C 8.307 -19.677 3.950
43 C 9.647 -19.604 4.660
44 C 5.782 -16.855 4.096
45 H 8.322 -19.406 2.897
46 H 7.824 -20.641 4.100
47 H 10.318 -20.438 4.456
48 H 9.398 -19.656 5.722
49 H 10.193 -18.694 4.420
50 H 5.474 -17.396 3.209
51 H 5.738 -15.769 4.047
52 H 5.275 -17.174 5.002
53 O 13.047 -28.283 7.943
54 S 11.981 -29.209 7.715
55 O 11.966 -30.509 8.310
56 O 10.580 -28.582 8.211
57 C 10.237 -27.220 7.871
58 C 9.273 -27.186 6.690
59 C 11.739 -29.358 5.953
60 H 11.135 -26.661 7.596
61 H 9.794 -26.823 8.781
62 H 9.856 -27.283 5.770
63 H 8.776 -26.219 6.595
64 H 8.580 -28.024 6.757
65 H 10.707 -29.516 5.660
66 H 12.453 -30.089 5.588
67 H 12.000 -28.361 5.587
68 O 2.901 -31.279 10.320
69 S 3.066 -29.862 10.341
70 O 3.843 -29.172 11.339
71 O 3.655 -29.456 8.906
72 C 4.211 -28.144 8.781
73 C 4.995 -28.006 7.487
74 C 1.481 -29.052 10.267
75 H 4.895 -27.857 9.580
76 H 3.405 -27.403 8.818
77 H 5.278 -26.951 7.456
78 H 4.349 -28.219 6.638
79 H 5.908 -28.595 7.508
80 H 0.841 -29.411 11.072
81 H 1.013 -29.377 9.338
82 H 1.588 -27.974 10.325
83 O 1.416 -23.174 10.242
84 S 2.831 -23.215 10.059
85 O 3.721 -22.412 10.850
86 O 3.231 -24.777 10.246
87 C 4.473 -25.088 10.900
88 C 5.756 -24.665 10.205
89 C 3.232 -22.935 8.350
90 H 4.484 -26.178 10.940
91 H 4.423 -24.702 11.919
92 H 5.704 -24.984 9.159
93 H 6.650 -25.092 10.653
94 H 5.842 -23.578 10.204
95 H 4.302 -23.088 8.214
96 H 2.874 -21.957 8.041
97 H 2.782 -23.665 7.674
98 O 11.770 -21.908 5.884
99 S 11.672 -23.311 6.145
100 O 12.849 -24.065 6.443
101 O 10.663 -23.569 7.358
102 C 9.518 -22.665 7.442
103 C 8.809 -23.107 8.722
104 C 10.736 -24.093 4.822
105 H 8.835 -22.808 6.603
106 H 9.922 -21.661 7.537
107 H 7.906 -22.502 8.805
108 H 9.481 -22.905 9.556
109 H 8.597 -24.172 8.683
110 H 10.013 -23.345 4.505
111 H 10.178 -24.907 5.279
112 H 11.423 -24.469 4.073
113 O 6.861 -29.132 3.707
114 S 8.063 -28.933 2.965
115 O 9.255 -29.650 3.328
116 O 7.683 -29.255 1.447
117 C 8.743 -29.133 0.467
118 C 8.152 -28.617 -0.821
119 C 8.376 -27.169 2.906
120 H 9.064 -30.155 0.256
121 H 9.542 -28.499 0.841
122 H 8.932 -28.512 -1.581
123 H 7.766 -27.596 -0.740
124 H 7.339 -29.213 -1.229
125 H 7.612 -26.746 2.258
126 H 9.376 -26.934 2.556
127 H 8.217 -26.870 3.939
128 O 6.009 -19.633 1.491
129 S 5.141 -20.717 1.119
130 O 5.742 -22.000 0.883
131 O 3.794 -20.855 1.985
132 C 3.852 -21.504 3.301
133 C 2.391 -21.765 3.596
134 C 4.323 -20.235 -0.375
135 H 4.375 -20.968 4.090
136 H 4.331 -22.467 3.164
137 H 2.368 -22.537 4.380
138 H 1.772 -22.108 2.771
139 H 1.795 -21.008 4.120
140 H 5.096 -19.774 -0.986
141 H 3.570 -19.481 -0.154
142 H 3.866 -21.098 -0.845

charge = -1
HOMO-LUMO gap = 10.76 eV
ΔE to the lowest compared entry with this formula, charge and spin = 0.247 eV



This record from OMol25 describes C22H49N2O2P3Y as an isolated structure. The level of theory is ωB97M-V with the def2-TZVPD basis set.

Element x y z (Å)
1 Y -0.053 0.015 0.195
2 P 2.272 1.223 1.413
3 P -1.192 2.320 -0.646
4 P 2.104 -0.473 -1.620
5 H -2.294 -2.038 -0.063
6 C -1.445 -2.662 -0.400
7 C -0.567 -3.199 0.468
8 H -0.788 -3.252 1.534
9 C 2.038 1.794 3.147
10 C 2.884 2.768 0.644
11 C 3.815 0.250 1.651
12 C -2.679 1.688 -1.523
13 C -1.883 3.713 0.339
14 C -0.235 3.251 -1.920
15 C 2.973 -2.057 -1.304
16 C 3.547 0.599 -1.982
17 C 1.523 -0.755 -3.337
18 H -1.387 -2.814 -1.477
19 H 0.412 -3.573 0.164
20 H 2.068 0.937 3.830
21 H 1.063 2.284 3.248
22 H 2.820 2.512 3.439
23 H 2.039 3.447 0.481
24 H 3.365 2.578 -0.319
25 H 3.603 3.247 1.315
26 H 3.650 -0.546 2.388
27 H 4.617 0.903 2.016
28 H 4.142 -0.214 0.717
29 H -2.700 2.093 -2.539
30 H -3.591 1.987 -0.992
31 H -2.700 0.585 -1.578
32 H -2.108 4.617 -0.246
33 H -1.151 3.976 1.114
34 H -2.797 3.414 0.862
35 H -0.761 4.163 -2.221
36 H -0.040 2.632 -2.800
37 H 0.736 3.527 -1.501
38 H 3.549 -2.324 -2.199
39 H 2.254 -2.855 -1.084
40 H 3.654 -1.959 -0.451
41 H 4.043 0.234 -2.890
42 H 4.270 0.606 -1.159
43 H 3.214 1.624 -2.169
44 H 2.319 -1.082 -4.010
45 H 1.079 0.163 -3.727
46 H 0.732 -1.509 -3.298
47 C -1.894 -1.742 -4.274
48 C -3.068 -1.252 -4.880
49 C -3.478 -1.834 -6.087
50 C -2.774 -2.910 -6.659
51 C -1.616 -3.387 -6.041
52 C -1.179 -2.809 -4.846
53 O -1.325 -1.155 -3.140
54 H -1.971 -0.547 -2.658
55 H -3.607 -0.400 -4.438
56 H -4.337 -1.416 -6.628
57 H -3.099 -3.352 -7.597
58 H -1.020 -4.183 -6.485
59 H -0.264 -3.143 -4.354
60 C -2.440 1.472 3.159
61 N -1.651 0.631 4.059
62 C -1.531 1.109 5.437
63 C -0.767 -0.218 3.521
64 O -0.587 -0.185 2.233
65 N -0.059 -1.067 4.266
66 C -0.424 -1.413 5.630
67 C 0.959 -1.906 3.651
68 H -3.195 1.974 3.781
69 H -2.937 0.867 2.384
70 H -1.807 2.227 2.650
71 H -2.039 0.438 6.144
72 H -0.477 1.233 5.737
73 H -2.015 2.092 5.472
74 H -0.035 -2.416 5.803
75 H 0.040 -0.730 6.356
76 H -1.514 -1.422 5.751
77 H 1.790 -1.314 3.243
78 H 1.361 -2.545 4.444
79 H 0.548 -2.535 2.855

charge = +3
HOMO-LUMO gap = 5.69 eV
ΔE to the lowest compared entry with this formula, charge and spin = 0.000 eV



This record from OMol25 describes one molecule with the formula C4H5NO. The level of theory is ωB97M-V with the def2-TZVPD basis set.

Element x y z (Å)
1 O 0.861 -1.758 -1.206
2 C 0.455 -0.670 -1.534
3 C -0.039 0.371 -0.556
4 C 0.087 -0.120 0.889
5 C -0.738 0.650 1.823
6 N -1.403 1.247 2.556
7 H 0.412 -0.376 -2.602
8 H -1.081 0.605 -0.811
9 H 0.522 1.300 -0.720
10 H 1.130 -0.075 1.219
11 H -0.207 -1.173 0.942

HOMO-LUMO gap = 11.26 eV
ΔE to the lowest compared entry with this formula, charge and spin = 0.598 eV
SMILES = N#CCCC=O



This record from OMol25 describes C40H35CoN5O4P2S2 as an isolated structure. The level of theory is ωB97M-V with the def2-TZVPD basis set.

Element x y z (Å)
1 Co -0.656 0.179 0.019
2 C -2.862 4.876 -0.444
3 S -1.301 4.772 0.444
4 C -0.857 3.078 0.259
5 S -1.825 1.998 -0.716
6 N 0.207 2.771 0.911
7 N 0.650 1.469 0.729
8 C 1.769 1.235 1.375
9 C 2.625 0.149 1.148
10 C 3.933 0.204 1.707
11 C 4.955 -0.492 1.146
12 C 4.689 -1.264 -0.017
13 C 3.398 -1.430 -0.397
14 N 2.340 -0.854 0.239
15 H -3.186 5.907 -0.325
16 H -3.608 4.214 -0.013
17 H -2.741 4.657 -1.500
18 H 2.123 2.016 2.043
19 H 4.105 0.889 2.524
20 H 5.957 -0.415 1.540
21 H 5.476 -1.746 -0.573
22 H 3.141 -2.075 -1.229
23 C -1.365 -3.739 0.943
24 N -0.928 -2.695 0.029
25 P -1.983 -1.509 -0.553
26 C -2.463 -1.975 -2.236
27 C -2.746 -0.973 -3.153
28 C -3.107 -1.303 -4.450
29 C -3.186 -2.631 -4.833
30 C -2.898 -3.638 -3.921
31 C -2.532 -3.310 -2.628
32 C -3.560 -1.604 0.338
33 C -3.965 -0.534 1.131
34 C -5.186 -0.575 1.785
35 C -6.006 -1.683 1.659
36 C -5.612 -2.752 0.865
37 C -4.400 -2.708 0.202
38 P 0.656 -1.850 0.082
39 C 1.553 -3.460 0.443
40 C 1.219 -4.628 -0.235
41 C 1.842 -5.835 0.047
42 C 2.790 -5.910 1.050
43 C 3.098 -4.768 1.775
44 C 2.489 -3.563 1.473
45 C 0.822 -1.593 -1.768
46 C 0.498 -2.528 -2.748
47 C 0.521 -2.196 -4.094
48 C 0.837 -0.908 -4.492
49 C 1.151 0.040 -3.531
50 C 1.160 -0.306 -2.191
51 H -1.825 -4.577 0.409
52 H -2.090 -3.357 1.670
53 H -0.506 -4.130 1.493
54 H -2.662 0.067 -2.862
55 H -3.319 -0.519 -5.163
56 H -3.466 -2.886 -5.846
57 H -2.950 -4.675 -4.222
58 H -2.273 -4.090 -1.924
59 H -3.334 0.339 1.223
60 H -5.495 0.264 2.392
61 H -6.956 -1.715 2.172
62 H -6.255 -3.613 0.756
63 H -4.115 -3.536 -0.434
64 H 0.422 -4.621 -0.960
65 H 1.567 -6.720 -0.510
66 H 3.270 -6.849 1.280
67 H 3.819 -4.813 2.579
68 H 2.755 -2.688 2.046
69 H 0.198 -3.525 -2.478
70 H 0.269 -2.948 -4.829
71 H 0.837 -0.646 -5.540
72 H 1.401 1.051 -3.818
73 H 1.466 0.444 -1.466
74 O 0.581 -1.696 1.994
75 C -0.236 -0.909 2.608
76 O -1.130 -0.252 2.055
77 C -0.051 -0.816 4.090
78 C 0.835 -1.661 4.756
79 C 1.005 -1.553 6.128
80 C 0.295 -0.600 6.843
81 C -0.576 0.227 6.156
82 C -0.771 0.146 4.791
83 N -1.335 1.236 6.920
84 O -2.048 1.991 6.295
85 O -1.195 1.235 8.127
86 H 1.386 -2.397 4.188
87 H 1.689 -2.210 6.643
88 H 0.401 -0.490 7.912
89 H -1.454 0.809 4.283

HOMO-LUMO gap (alpha / beta) = 5.51 / 6.86 eV
multiplicity = 4
ΔE to the lowest compared entry with this formula, charge and spin = 3.427 eV



no.,molecular weight (g mol⁻¹),E (Eh),maximum force (eV/Å)
1,174.94,-492.002365,3.30
2,101.15,-327.081154,2.06
3,641.12,-3652.024261,3.74
4,1306.36,-9522.235898,2.18
5,555.47,-2189.171374,2.58
6,83.09,-285.392596,1.12
7,834.77,-4981.765013,0.58